{"formula": "C45H57BrN5O8PTl", "method": "ωB97M-V with the def2-TZVPD basis set", "elements": ["Tl", "C", "C", "C", "C", "C", "N", "C", "C", "C", "N", "C", "C", "C", "C", "C", "C", "C", "C", "N", "C", "C", "C", "N", "C", "C", "C", "C", "O", "C", "O", "H", "H", "H", "H", "H", "H", "H", "H", "H", "H", "H", "H", "H", "H", "H", "H", "H", "H", "H", "H", "H", "H", "H", "H", "H", "H", "H", "H", "C", "C", "O", "C", "C", "C", "C", "C", "C", "O", "H", "H", "H", "H", "H", "H", "H", "Br", "C", "C", "C", "C", "C", "N", "H", "H", "H", "H", "C", "C", "C", "C", "O", "P", "O", "O", "O", "C", "C", "C", "C", "H", "H", "H", "H", "H", "H", "H", "H", "H", "H", "H", "H", "H", "H", "H", "H", "H", "H"], "positions_angstrom": [[-0.65203, -1.68197, 0.13542], [-0.94572, 3.73778, -5.72829], [-0.68572, 2.66063, -4.70348], [0.10675, 2.85893, -3.56197], [0.17521, 1.87382, -2.56968], [0.44414, 2.18122, -1.19034], [0.32013, 3.30304, -0.55139], [-0.52639, 4.45673, -0.91616], [-1.94488, 4.21043, -0.33496], [-2.05127, 4.42317, 1.20655], [-1.67438, 3.25260, 1.96045], [-2.40320, 2.19356, 2.23789], [-3.72280, 1.88069, 1.77540], [-4.69581, 2.88485, 1.63065], [-5.78925, 2.70505, 0.79479], [-6.67797, 3.89363, 0.36759], [-5.97071, 1.40628, 0.21148], [-5.11438, 0.33196, 0.46853], [-5.29985, -0.89368, -0.28616], [-4.36652, -1.55431, -0.84739], [-4.87425, -2.57851, -1.82557], [-3.64288, -3.32843, -2.33743], [-3.10407, -2.72225, -3.62506], [-2.20487, -1.66539, -3.28723], [-1.88337, -0.84959, -4.22662], [-1.14452, 0.35039, -3.99342], [-1.32741, 1.41919, -4.85103], [-0.20887, 0.50366, -2.84917], [0.28035, -0.45616, -2.18991], [-3.94209, 0.46050, 1.35000], [-3.14650, -0.48297, 1.62990], [-1.86775, 4.33857, -5.50718], [-1.07570, 3.34479, -6.76471], [-0.06675, 4.51475, -5.72091], [0.64125, 3.78742, -3.48183], [0.69126, 1.28269, -0.60862], [0.65305, 3.26597, 0.47058], [-0.50293, 4.63333, -1.99311], [-0.10743, 5.39035, -0.52713], [-2.32257, 3.17860, -0.58448], [-2.68166, 4.85637, -0.85472], [-3.08681, 4.71623, 1.42646], [-1.45485, 5.25942, 1.56332], [-0.64277, 3.12639, 2.08365], [-1.84927, 1.43342, 2.81470], [-4.42547, 3.84093, 2.13387], [-6.86843, 4.51645, 1.27599], [-7.62490, 3.60270, -0.06003], [-6.12858, 4.51245, -0.37235], [-6.90725, 1.26851, -0.31071], [-6.37517, -1.21255, -0.28659], [-5.42476, -2.03466, -2.61925], [-5.58718, -3.33382, -1.39083], [-3.96390, -4.37614, -2.49765], [-2.80974, -3.37118, -1.62634], [-3.88816, -2.31094, -4.31690], [-2.53527, -3.54863, -4.16533], [-2.37026, -0.86241, -5.23881], [-2.02495, 1.38919, -5.72761], [-0.66728, -5.31400, 3.29974], [0.10858, -4.46570, 2.29515], [-0.10578, -3.22734, 2.39931], [1.07586, -5.14986, 1.42090], [1.42842, -6.53113, 1.67685], [2.24671, -7.25023, 0.85171], [2.79698, -6.58894, -0.28563], [2.50784, -5.26456, -0.58265], [1.58221, -4.53091, 0.18303], [1.09991, -3.41287, -0.19264], [-1.42380, -4.76176, 3.89949], [0.04829, -5.73855, 4.01884], [-1.22771, -6.18031, 2.76277], [1.02982, -7.02091, 2.53955], [2.34032, -8.30826, 0.92777], [3.50284, -7.17322, -0.89682], [2.84577, -4.79049, -1.50372], [5.29602, 0.66310, -2.61978], [4.78294, -0.91599, -3.51985], [5.74199, -1.53161, -4.46914], [5.27407, -2.49264, -5.35914], [3.96331, -2.97405, -5.19140], [3.19238, -2.40940, -4.19130], [3.55566, -1.36691, -3.44038], [6.77975, -1.13482, -4.46736], [5.94715, -2.87721, -6.14932], [3.55888, -3.80732, -5.85395], [2.19568, -2.85065, -3.98048], [4.11794, 2.51043, 0.80034], [4.46526, 1.65824, 2.00556], [4.77847, 0.22818, 1.69392], [5.52027, 2.30497, 2.92672], [3.24916, 1.63249, 2.88417], [1.72139, 1.41727, 2.33711], [1.11433, 2.78023, 1.93863], [1.62471, 0.23529, 1.41614], [0.92483, 1.20601, 3.77154], [1.24446, 0.42843, 4.93208], [2.01257, -0.82471, 4.51778], [-0.11605, 0.07457, 5.52685], [1.92823, 1.35787, 5.93753], [4.97425, 2.67334, 0.15834], [3.80918, 3.48972, 1.16859], [3.34398, 2.02942, 0.20919], [5.53530, 0.06217, 0.93050], [3.88268, -0.26909, 1.27580], [5.08418, -0.29008, 2.57717], [6.50877, 2.24164, 2.45386], [5.49202, 1.77019, 3.89786], [5.30908, 3.34034, 3.04791], [1.52812, -1.30718, 3.62828], [2.03991, -1.49950, 5.34039], [3.01435, -0.54980, 4.28840], [-0.77954, -0.56071, 4.85368], [-0.67362, 1.00642, 5.75608], [-0.03477, -0.46117, 6.45705], [2.84552, 1.84006, 5.58096], [2.07870, 0.73408, 6.84072], [1.25956, 2.16433, 6.26847]], "lowdin_charge": [1.05, -0.09, -0.30, -0.02, -0.13, -0.01, 0.06, -0.14, -0.12, -0.16, 0.06, 0.02, -0.13, -0.04, -0.27, -0.07, 0.01, -0.13, -0.17, 0.09, -0.22, -0.21, -0.27, 0.06, -0.13, -0.12, -0.02, -0.32, -0.14, -0.32, -0.11, 0.07, 0.07, 0.10, 0.11, 0.12, 0.09, 0.09, 0.12, 0.14, 0.11, 0.09, 0.12, 0.10, 0.15, 0.11, 0.08, 0.05, 0.07, 0.11, 0.13, 0.11, 0.11, 0.10, 0.09, 0.11, 0.13, 0.13, 0.13, -0.05, -0.38, -0.11, -0.08, -0.07, -0.14, -0.10, -0.04, -0.39, -0.24, 0.08, 0.07, 0.11, 0.08, 0.07, 0.09, 0.10, 0.73, -0.74, -0.11, -0.10, -0.09, -0.15, 0.06, 0.09, 0.11, 0.12, 0.12, -0.04, -0.58, -0.04, -0.02, -0.21, 0.38, -0.35, -0.33, -0.20, -0.63, -0.01, -0.05, -0.03, 0.07, 0.09, 0.07, 0.08, 0.09, 0.07, 0.09, 0.09, 0.06, 0.10, 0.07, 0.06, 0.11, 0.08, 0.07, 0.08, 0.09, 0.08], "charge": -1, "e_homo_ev": -4.388, "orbital_gap_ev": 6.24}



{"formula": "C45H57N6P4Re", "method": "ωB97M-V with the def2-TZVPD basis set", "elements": ["Re", "C", "C", "C", "C", "C", "C", "N", "C", "C", "C", "C", "C", "C", "N", "N", "C", "C", "C", "C", "C", "N", "H", "H", "H", "H", "H", "H", "H", "H", "H", "H", "H", "H", "H", "C", "P", "C", "C", "C", "C", "C", "C", "C", "P", "C", "C", "H", "H", "H", "H", "H", "H", "H", "H", "H", "H", "H", "H", "H", "H", "H", "H", "C", "P", "C", "N", "C", "C", "C", "C", "C", "C", "N", "C", "P", "C", "C", "C", "C", "C", "C", "C", "C", "C", "H", "H", "H", "H", "H", "H", "H", "H", "H", "H", "H", "H", "H", "H", "H", "H", "H", "H", "H", "H", "H", "H", "H", "H", "H", "H", "H", "H"], "positions_angstrom": [[-0.47230, 0.21770, 0.60127], [5.61215, -0.98128, 2.33420], [4.65935, -1.83233, 1.78015], [3.33579, -1.45654, 1.74603], [2.90562, -0.24981, 2.30349], [3.89043, 0.60926, 2.86343], [5.21845, 0.24625, 2.86113], [1.57330, 0.12026, 2.27258], [1.20066, 0.91226, 3.32720], [1.80373, 0.83457, 4.60420], [1.35839, 1.62513, 5.63875], [0.31382, 2.53141, 5.44305], [-0.29786, 2.62222, 4.20944], [0.12109, 1.79568, 3.17020], [-0.43274, 1.82678, 1.88778], [-0.98768, 2.93267, 1.60177], [-1.47030, 2.98996, 0.33020], [-2.10035, 4.15579, -0.09794], [-2.51886, 4.24666, -1.40820], [-2.32421, 3.15477, -2.24962], [-1.71398, 2.02161, -1.75489], [-1.26712, 1.92655, -0.48817], [6.65499, -1.26958, 2.35294], [4.96173, -2.78848, 1.37103], [2.59527, -2.09468, 1.33501], [3.59447, 1.57719, 3.24460], [5.95691, 0.92217, 3.27127], [2.57930, 0.09856, 4.77020], [1.81354, 1.53449, 6.61646], [-0.02221, 3.15060, 6.26386], [-1.11063, 3.31313, 4.03395], [-2.22816, 4.95857, 0.61554], [-2.98776, 5.14907, -1.77862], [-2.64075, 3.17840, -3.28335], [-1.57785, 1.15653, -2.38548], [-1.25092, -1.14460, 4.12476], [-0.85118, -1.63138, 2.40425], [0.27670, -3.01085, 2.76929], [-2.46102, -2.37979, 1.96978], [-2.80580, -3.68857, 2.29090], [-4.05267, -4.19201, 1.94642], [-4.95966, -3.39452, 1.26537], [-4.63199, -2.08180, 0.95617], [-3.39155, -1.56953, 1.32888], [-2.93155, 0.15164, 1.03337], [-4.16029, 0.83910, -0.11877], [-3.43933, 1.07987, 2.52620], [-1.39142, -2.06933, 4.68605], [-2.17926, -0.58411, 4.16648], [-0.45783, -0.57216, 4.59521], [-0.25356, -3.74811, 3.37010], [1.09148, -2.60960, 3.36776], [0.67566, -3.49254, 1.88808], [-2.10479, -4.33944, 2.79784], [-4.31222, -5.21168, 2.19987], [-5.92267, -3.79243, 0.97181], [-5.34758, -1.47708, 0.41519], [-5.14118, 0.68861, 0.33313], [-4.15912, 0.40388, -1.11139], [-3.99592, 1.91403, -0.20308], [-4.37754, 0.65446, 2.88264], [-3.60541, 2.12149, 2.24886], [-2.69952, 1.05026, 3.32084], [3.12315, -0.13854, -1.10220], [1.64041, 0.90277, -0.90589], [0.91630, 0.59551, -2.57874], [1.28495, 1.31776, -3.60183], [0.81788, 1.04963, -4.83708], [1.23706, 1.80489, -5.95290], [0.76021, 1.48757, -7.19155], [-0.16540, 0.42916, -7.36994], [-0.60156, -0.30969, -6.30801], [-0.10870, -0.01907, -5.01847], [-0.50988, -0.72679, -3.94338], [-0.01834, -0.46574, -2.75707], [-0.72547, -1.42016, -1.34677], [-2.44668, -1.55714, -1.93059], [-0.15489, -3.21874, -1.65121], [-0.47437, -3.71018, -3.06244], [-0.90318, -4.08382, -0.63237], [1.34433, -3.32437, -1.42517], [2.41251, 2.63510, -0.86800], [3.41860, 2.86751, -1.99764], [1.31469, 3.69091, -0.92397], [3.13812, 2.72626, 0.48094], [3.52688, 0.04426, -2.09716], [2.87997, -1.18614, -1.00397], [3.86889, 0.11636, -0.35244], [1.94138, 2.61332, -5.80450], [1.09337, 2.04361, -8.05799], [-0.53107, 0.20679, -8.36390], [-1.31134, -1.11745, -6.43350], [-2.44277, -1.91393, -2.95650], [-2.92123, -0.58179, -1.90323], [-3.00733, -2.23792, -1.29281], [-1.54056, -3.86752, -3.22114], [0.01245, -4.68104, -3.18916], [-0.09712, -3.04987, -3.83633], [-1.95817, -4.19276, -0.88498], [-0.83722, -3.66923, 0.36879], [-0.46385, -5.08421, -0.61703], [1.89754, -2.83825, -2.23123], [1.64228, -4.37523, -1.40847], [1.62333, -2.88810, -0.47966], [2.95793, 2.80110, -2.97373], [4.26651, 2.18394, -1.94978], [3.81524, 3.87943, -1.87773], [0.68674, 3.57434, -1.80977], [1.76527, 4.68431, -0.96504], [0.70056, 3.65382, -0.02866], [4.00608, 2.06825, 0.52352], [2.47295, 2.48429, 1.31800], [3.49746, 3.74746, 0.62322]], "lowdin_charge": [0.82, -0.01, -0.03, -0.05, -0.30, -0.04, -0.02, 0.08, -0.29, -0.02, -0.01, -0.01, 0.02, -0.22, -0.13, 0.11, -0.39, 0.04, 0.01, 0.00, -0.13, -0.08, 0.13, 0.13, 0.08, 0.12, 0.13, 0.13, 0.13, 0.13, 0.12, 0.14, 0.14, 0.13, 0.09, -0.18, 0.86, -0.21, -0.40, -0.06, -0.02, -0.02, -0.06, -0.40, 0.86, -0.20, -0.19, 0.08, 0.04, 0.04, 0.06, 0.05, 0.04, 0.11, 0.13, 0.13, 0.11, 0.07, 0.04, 0.05, 0.08, 0.06, 0.02, -0.19, 1.03, -0.42, 0.15, -0.19, 0.01, -0.02, -0.03, 0.01, -0.19, 0.13, -0.43, 0.95, -0.22, -0.67, -0.07, -0.08, -0.09, -0.66, -0.07, -0.08, -0.08, 0.07, 0.02, 0.05, 0.12, 0.12, 0.12, 0.13, 0.05, 0.00, 0.04, 0.09, 0.11, 0.07, 0.09, 0.02, 0.11, 0.09, 0.11, 0.04, 0.06, 0.09, 0.11, 0.08, 0.11, 0.05, 0.07, 0.06, 0.11], "multiplicity": 2, "s_squared": 0.799, "charge": 3, "e_homo_ev": [-15.583, -15.710], "de_lowest_kj_mol": 0.00, "orbital_gap_ev": [6.37, 5.64]}



> Number 1 is which compound?

C45H57BrN5O8PTl



> Which formula does entry 2 have?

C45H57N6P4Re



> Which formula does entry 2 have?

C45H57N6P4Re